Formula: C24H44BrFNO12S4
Source: the Open Molecules 2025 dataset
Level of theory: ωB97M-V/def2-TZVPD

Properties
- multiplicity = 1
- net charge = +1
- E_LUMO (eV) = -5.2
- relative energy (zero: lowest compared OMol25 entry of this formula, charge and spin) (kcal/mol) = 357.5
- HOMO level (eV) = -11.6
- HOMO-LUMO gap (eV) = 6.48
- F_max (eV Å⁻¹) = 5.56

```
87
Properties=species:S:1:pos:R:3:mulliken_charge:R:1
F 1.9764 -4.4892 3.6191 -0.220
C 3.1108 -3.6056 3.2574 0.049
N 4.4917 -3.8874 3.8179 -0.054
C 5.7348 -3.0393 3.5627 -0.213
C 5.6873 -1.7100 2.5908 0.213
C 6.9489 -0.7157 2.2567 -0.512
C 6.8882 0.5962 1.2389 -0.423
C 5.4576 0.9605 0.5234 -0.428
C 4.1620 -0.0333 0.8558 0.222
C 4.2332 -1.3208 1.8687 0.530
C 2.9514 -2.3064 2.2554 0.203
C 1.4810 -1.9104 1.5856 -0.341
C 1.0699 -0.4502 2.2065 -0.178
C -0.4116 -0.3815 2.9051 -0.535
Br -0.1494 -1.0573 4.8105 -0.187
H 4.5764 -4.7201 4.4633 0.319
H 6.7574 -3.3575 4.0742 0.337
H 8.0007 -0.9202 2.7681 0.255
H 7.8069 1.3034 1.0127 0.314
H 5.3035 1.8917 -0.2047 0.340
H 3.1293 0.2617 0.3427 -0.145
H 0.6700 -2.7475 1.7096 0.403
H 1.7046 -1.7762 0.4215 0.154
H 1.1572 0.3353 1.3419 -0.061
H 1.8529 -0.1398 3.0525 0.416
H -1.2406 -0.9867 2.3265 0.372
H -0.7450 0.7559 2.8761 0.206
O 1.5472 0.1966 -1.5291 -0.583
S 0.6298 0.9197 -2.3848 1.119
O -0.6855 0.4144 -2.7054 -0.621
O 1.3951 1.3083 -3.7718 -0.262
C 1.9584 0.2592 -4.5521 -0.309
C 0.8862 -0.5489 -5.2604 -0.932
C 0.4427 2.5685 -1.7518 -0.988
H 2.5936 -0.3825 -3.9318 0.252
H 2.6058 0.7267 -5.3020 0.278
H 0.2527 -1.0800 -4.5449 0.284
H 1.3343 -1.2932 -5.9245 0.384
H 0.2337 0.1061 -5.8461 0.271
H 1.4293 2.9847 -1.5355 0.325
H -0.1474 2.5066 -0.8362 0.299
H -0.0845 3.1740 -2.4914 0.468
O -0.3080 4.6571 0.3834 -0.627
S 0.2952 5.2533 1.5570 1.258
O 0.7794 4.4585 2.6624 -0.622
O -0.7027 6.4060 2.1368 -0.288
C -2.0318 6.0372 2.4894 -0.298
C -2.0660 5.2294 3.7741 -0.747
C 1.6121 6.3252 1.0362 -0.991
H -2.5111 5.4949 1.6671 0.252
H -2.5956 6.9649 2.6368 0.288
H -1.5625 4.2668 3.6506 0.123
H -3.0963 5.0288 4.0808 0.339
H -1.5508 5.7630 4.5789 0.273
H 1.2569 6.9621 0.2227 0.323
H 2.4332 5.6962 0.6892 0.366
H 1.9392 6.9239 1.8883 0.350
O -0.1655 -3.7505 -5.0616 -0.566
S 0.1596 -5.1611 -5.0932 1.171
O 1.2630 -5.6804 -5.8685 -0.617
O -1.1857 -6.0056 -5.4640 -0.297
C -1.8621 -5.7036 -6.6798 -0.280
C -1.0963 -6.2129 -7.8875 -0.982
C 0.3447 -5.7386 -3.4239 -0.968
H -2.0530 -4.6275 -6.7562 0.285
H -2.8365 -6.2025 -6.6395 0.270
H -0.1393 -5.6957 -7.9970 0.298
H -1.6674 -6.0538 -8.8063 0.384
H -0.8771 -7.2801 -7.7830 0.264
H -0.4993 -5.3869 -2.8261 0.312
H 1.2775 -5.3290 -3.0335 0.362
H 0.3934 -6.8291 -3.4299 0.349
O -4.2797 0.2802 3.4194 -0.655
S -4.8512 1.4284 2.7474 1.192
O -4.7229 2.7696 3.2697 -0.549
O -6.4259 1.1326 2.4418 -0.275
C -7.2812 0.8178 3.5356 -0.320
C -7.5789 2.0414 4.3832 -0.971
C -4.2854 1.4408 1.0639 -0.884
H -6.8511 0.0118 4.1401 0.293
H -8.2189 0.4401 3.1136 0.273
H -6.6745 2.4154 4.8707 0.289
H -8.3054 1.8059 5.1657 0.386
H -7.9716 2.8535 3.7633 0.257
H -4.4066 0.4427 0.6365 0.339
H -3.2307 1.7201 1.0713 0.261
H -4.8600 2.1800 0.5027 0.361
```

Formula: C29H29BF4FeN6PS
Source: the Open Molecules 2025 dataset
Level of theory: ωB97M-V/def2-TZVPD

Properties
- multiplicity = 6
- net charge = 0
- E_LUMO (alpha / beta) (eV) = -0.4 / -1.4
- relative energy (zero: lowest compared OMol25 entry of this formula, charge and spin) (kcal/mol) = 0.0
- HOMO level (alpha / beta) (eV) = -8.1 / -8.1
- HOMO-LUMO gap (alpha / beta) (eV) = 7.69 / 6.77
- F_max (eV Å⁻¹) = 0.58

```
72
Properties=species:S:1:pos:R:3:lowdin_spin:R:1
Fe 0.0507 1.7394 0.4133 4.169
C 0.7083 -0.7406 5.8495 0.001
C 0.8740 -1.5706 4.5853 0.008
N -0.2303 -1.4241 3.6594 0.006
C -0.3497 -0.4668 2.7156 0.019
S 0.9842 0.5838 2.4046 0.182
N -1.5246 -0.4267 2.1153 0.007
N -1.6419 0.6355 1.2743 0.074
C -2.8321 0.9167 0.8709 0.022
C -4.0264 0.0884 1.2027 0.005
C -2.9492 2.1961 0.1422 0.007
C -4.1561 2.7631 -0.2310 0.005
C -4.1429 4.0136 -0.8357 0.000
C -2.9373 4.6562 -1.0390 0.004
C -1.7710 4.0214 -0.6401 0.009
N -1.7852 2.8219 -0.0710 0.077
H 1.5594 -0.8852 6.5159 0.000
H -0.1967 -1.0238 6.3893 0.000
H 0.6430 0.3185 5.6002 0.001
H 0.9602 -2.6330 4.8253 0.000
H 1.7883 -1.2848 4.0654 0.005
H -1.1014 -1.8860 3.8744 0.001
H -3.7316 -0.9540 1.2951 0.001
H -4.7974 0.1890 0.4420 0.001
H -4.4473 0.3942 2.1640 0.001
H -5.0869 2.2504 -0.0437 0.001
H -5.0720 4.4756 -1.1421 0.000
H -2.8803 5.6270 -1.5085 0.000
H -0.8011 4.4793 -0.7878 0.001
N 2.2802 1.7759 -0.3060 0.070
C 3.1035 0.6101 -0.2997 0.003
C 4.4659 0.6875 -0.0535 0.005
C 5.2367 -0.4628 -0.0991 0.001
C 4.6531 -1.6844 -0.4043 0.003
C 3.2878 -1.7596 -0.6270 0.002
C 2.4932 -0.6173 -0.5610 0.006
P 0.6775 -0.6337 -0.6478 0.066
C 0.2381 -0.7142 -2.4080 0.009
C -1.0620 -0.3642 -2.7652 0.002
C -1.4685 -0.4332 -4.0859 0.000
C -0.5725 -0.8441 -5.0630 0.001
C 0.7248 -1.1883 -4.7160 0.000
C 1.1284 -1.1282 -3.3907 0.003
C 0.2522 -2.2996 -0.0438 0.010
C -0.7469 -3.0484 -0.6608 0.006
C -1.0848 -4.3020 -0.1735 0.000
C -0.4191 -4.8267 0.9247 0.006
C 0.5864 -4.0910 1.5356 -0.001
C 0.9163 -2.8328 1.0594 0.006
H 2.0583 2.0405 -1.2621 0.001
H 2.7231 2.5742 0.1383 0.001
H 4.9192 1.6471 0.1600 0.000
H 6.2994 -0.4019 0.0943 0.000
H 5.2580 -2.5797 -0.4550 0.000
H 2.8281 -2.7188 -0.8286 0.000
H -1.7544 -0.0115 -2.0075 0.000
H -2.4714 -0.1338 -4.3575 0.000
H -0.8820 -0.8780 -6.0993 0.000
H 1.4287 -1.4937 -5.4786 0.000
H 2.1458 -1.3907 -3.1275 0.000
H -1.2619 -2.6594 -1.5300 0.000
H -1.8634 -4.8728 -0.6622 0.000
H -0.6772 -5.8090 1.2984 0.000
H 1.1171 -4.4964 2.3877 0.000
H 1.6996 -2.2613 1.5425 0.001
F 1.1959 2.3655 -3.6701 0.001
B 0.2026 3.0031 -2.9601 0.003
F 0.5506 4.2850 -2.5884 0.001
F -1.0443 2.9312 -3.5281 0.001
F 0.1179 2.2282 -1.6497 0.047
N 0.9641 4.4478 1.8937 0.042
C 0.6491 3.4671 1.3697 0.096
```

Formula: C8H12NOP
Source: the Open Molecules 2025 dataset
Level of theory: ωB97M-V/def2-TZVPD

Properties
- multiplicity = 1
- net charge = 0
- E_LUMO (alpha / beta) (eV) = -0.4 / -0.7
- relative energy (zero: lowest compared OMol25 entry of this formula, charge and spin) (kcal/mol) = 80.7
- HOMO level (alpha / beta) (eV) = -9.3 / -6.8
- HOMO-LUMO gap (alpha / beta) (eV) = 8.88 / 6.11
- F_max (eV Å⁻¹) = 4.94

```
23
Properties=species:S:1:pos:R:3:mulliken_charge:R:1
C 3.6256 -0.5941 -0.1532 -0.545
C 3.3263 0.5573 0.5489 -0.576
C 2.6345 -1.5794 -0.4168 -0.598
C 2.0579 0.7166 0.9888 -0.797
C 1.2668 -1.3367 -0.0733 -0.400
C 1.0449 -0.1906 0.6222 0.737
C -3.3842 0.5142 0.5884 -1.252
C -2.7068 -0.6996 0.0971 -0.218
N -1.1590 1.4223 -2.1146 -0.479
O -1.3596 -0.9298 0.5456 -0.305
P -0.5164 0.4340 1.0539 0.003
H 4.5945 -0.6104 -0.3339 0.482
H 4.1011 1.2150 0.6315 0.487
H 2.8113 -2.5172 -0.8527 0.394
H 1.7469 1.5386 1.5890 0.345
H 0.4633 -1.9860 -0.2438 0.580
H -2.8735 1.3360 0.2030 0.408
H -4.3789 0.3522 0.3215 0.400
H -3.5570 0.5233 1.6965 0.305
H -2.4947 -0.7282 -0.9879 0.290
H -3.2034 -1.6624 0.4392 0.300
H -1.7988 2.2276 -2.0253 0.210
H -0.2408 1.9974 -2.1243 0.229
```

What is the F_max in the first record?
5.56 eV Å⁻¹